(1)
C5H8O | ωB97M-V/def2-TZVPD

Geometry as XYZ:
```
14
Properties=species:S:1:pos:R:3:forces:R:3
C -0.420241 -0.841661 2.343221 -0.41 1.64 -0.97
C 0.198302 -1.305350 1.247886 -0.90 0.38 0.77
O 0.219876 -0.914940 -0.045358 0.24 1.15 -1.60
C 0.062985 0.344395 -0.711354 -0.57 -1.43 1.83
C -0.207597 1.505668 -0.187700 0.02 0.34 -0.24
C 0.283646 0.246499 -2.126438 -0.57 -0.90 -0.66
H -0.310052 -1.459520 3.197022 0.05 -0.34 0.74
H -1.021282 0.107323 2.477244 0.87 -1.30 -0.49
H 0.689563 -2.269931 1.337258 0.12 0.13 -0.18
H -0.290718 1.539996 0.849034 -0.39 0.89 1.53
H -0.272942 2.325011 -0.908829 -0.03 0.00 0.88
H 0.690032 1.132560 -2.477233 1.24 1.64 -0.54
H -0.566535 0.136209 -2.762575 -0.97 -0.71 -0.08
H 0.944964 -0.546259 -2.232178 1.31 -1.49 -0.99
```
Positions in Å, forces in eV/Å.

* SMILES: C=COC(=C)C
* DFT total energy: -7359.714 eV
* spin multiplicity: 1
* energy relative to the best compared isomer or geometry (same formula, charge and spin): 58.6 kcal per mole
* charge: 0
* orbital gap: 9.9 eV
* HOMO: -8.80 eV

Atomic partial charges in e from the Löwdin method, atoms 1 to 8: number 1, C, carries 0.0184; number 2, C, carries -0.2248; number 3, O, carries -0.0286; number 4, C, carries -0.3696; number 5, C, carries 0.0740; number 6, C, carries -0.0398; number 7, H, carries 0.0303; number 8, H, carries 0.0742


(2)
C5H10N3S | ωB97M-V/def2-TZVPD

Geometry as XYZ:
```
19
Properties=species:S:1:pos:R:3:forces:R:3
C -2.879504 -0.572488 -0.158770 -0.07 1.92 0.34
C -0.476282 -0.061558 0.003809 -1.92 -4.98 -1.48
C 1.558864 -1.283516 -1.035617 -0.67 0.88 -1.04
C 1.622516 -0.149558 1.272447 2.73 -2.69 -2.21
C 0.966287 -0.173449 -0.108945 2.01 2.86 -0.96
N -2.605560 0.711730 0.080745 -3.72 -3.25 -0.95
N -1.328991 0.898559 0.085640 1.85 0.65 0.50
N -0.945248 2.200850 0.117740 1.52 1.48 0.74
S -1.577597 -1.646354 -0.265816 1.87 2.94 0.59
H -3.899703 -0.870846 -0.350862 -0.06 -0.05 0.31
H 1.790926 -2.170652 -0.472786 -0.12 -0.48 0.08
H 2.452386 -1.025946 -1.685127 -0.81 0.30 1.42
H 0.795918 -1.432264 -1.803010 0.02 -0.70 0.04
H 1.653756 0.748395 1.750073 -0.65 2.44 1.54
H 2.692122 -0.299061 0.970153 -0.54 0.19 0.46
H 1.472104 -1.020239 1.896125 -0.74 -0.02 0.23
H 1.255109 0.845858 -0.618051 -0.48 -1.59 0.97
H -1.333293 2.667512 -0.688570 -0.23 0.26 0.08
H -1.213814 2.633026 1.010822 0.01 -0.18 -0.67
```
Positions in Å, forces in eV/Å.

* DFT total energy: -20643.421 eV
* spin multiplicity: 1
* energy relative to the best compared isomer or geometry (same formula, charge and spin): 56.4 kcal per mole
* charge: +1
* orbital gap: 10.2 eV
* HOMO: -14.81 eV

Atomic partial charges in e from the Löwdin method, atoms 1 to 8: number 1, C, carries -0.4037; number 2, C, carries -0.2544; number 3, C, carries -0.0549; number 4, C, carries -0.0350; number 5, C, carries -0.4047; number 6, N, carries 0.0654; number 7, N, carries -0.2649; number 8, N, carries 0.1485


(3)
C5H8IN | ωB97M-V/def2-TZVPD

Geometry as XYZ:
```
15
Properties=species:S:1:pos:R:3:forces:R:3
C -0.072558 2.084887 1.212046 0.30 0.55 0.64
N -0.314893 1.101298 0.419319 -0.30 -0.21 -0.36
C 0.332806 -0.024992 0.372399 -1.95 -3.53 -5.01
C 1.432251 -0.617725 1.150521 0.07 0.35 0.28
C -0.306572 -1.012079 -1.086344 2.27 2.62 4.55
C -1.479251 -0.481092 -1.778861 -0.24 -0.11 -0.19
I 0.595696 -2.793463 -1.589799 -0.15 0.19 0.03
H -0.706592 2.952538 1.135410 -0.09 0.21 0.05
H 0.737463 2.110620 1.940602 0.05 -0.13 0.02
H 1.869805 -1.468774 0.634723 -0.05 0.01 0.00
H 1.065557 -0.949753 2.125793 0.07 -0.02 0.05
H 2.210934 0.130008 1.317227 0.09 -0.01 0.09
H -1.300809 -0.354759 -2.848901 0.00 0.02 -0.07
H -2.332747 -1.158065 -1.668903 -0.06 0.01 -0.05
H -1.731091 0.481352 -1.335231 -0.01 0.03 -0.02
```
Positions in Å, forces in eV/Å.

* SMILES: C=N/C(C)=C(\C)I
* DFT total energy: -14901.243 eV
* spin multiplicity: 1
* energy relative to the best compared isomer or geometry (same formula, charge and spin): 70.5 kcal per mole
* charge: 0
* orbital gap (alpha / beta): 8.2 / 7.3 eV
* HOMO (alpha / beta): -7.89 / -7.52 eV

Atomic partial charges in e from the Löwdin method, atoms 1 to 8: number 1, C, carries -0.0254; number 2, N, carries -0.0448; number 3, C, carries -0.2647; number 4, C, carries -0.0983; number 5, C, carries -0.6853; number 6, C, carries -0.2323; number 7, I, carries 0.8456; number 8, H, carries 0.0554


(4)
CH3N3O2 | ωB97M-V/def2-TZVPD

Geometry as XYZ:
```
9
Properties=species:S:1:pos:R:3:forces:R:3
C 0.001363 1.058099 0.089849 7.58 -0.85 -2.26
N -1.259500 1.219543 0.203512 -8.60 1.76 3.28
N 0.743133 -0.018778 0.485515 0.50 -2.21 0.73
N -1.269743 -0.912135 -0.315678 2.40 -2.60 -1.18
O -2.026387 0.049232 0.271846 1.21 1.46 -0.10
O 0.019158 -1.194301 0.616826 -2.58 0.90 -0.51
H 0.728525 1.817759 -0.122547 -0.69 0.82 -0.87
H 1.415177 -0.237509 -0.259117 0.27 0.48 0.42
H -1.758520 -1.807254 -0.248057 -0.11 0.24 0.50
```
Positions in Å, forces in eV/Å.

* <S²>: 2.01
* DFT total energy: -9639.669 eV
* spin multiplicity: 3
* energy relative to the best compared isomer or geometry (same formula, charge and spin): 151.1 kcal per mole
* charge: 0
* orbital gap (alpha / beta): 6.3 / 7.5 eV
* HOMO (alpha / beta): -5.33 / -9.97 eV

Atomic partial charges in e from the Löwdin method, atoms 1 to 8: number 1, C, carries -0.2820; number 2, N, carries 0.0745; number 3, N, carries -0.0371; number 4, N, carries 0.0169; number 5, O, carries -0.0598; number 6, O, carries -0.0939; number 7, H, carries 0.1114; number 8, H, carries 0.1439


(5)
C5H12O | ωB97M-V/def2-TZVPD

Geometry as XYZ:
```
18
Properties=species:S:1:pos:R:3:forces:R:3
C -1.695357 -0.578412 -0.822813 0.07 -0.01 0.13
C -0.912849 -0.295611 0.217730 -0.13 -0.09 -0.13
C 0.594210 -0.322364 0.201782 -0.04 -0.02 -0.06
C 1.081725 -1.638329 0.821289 0.04 -0.07 0.03
C 1.176166 0.887011 0.936480 0.02 0.06 0.02
H -2.779558 -0.583713 -0.746089 0.16 0.01 0.03
H -1.272025 -0.830303 -1.795206 -0.04 0.04 0.15
H -1.371658 -0.061250 1.181551 0.05 -0.05 -0.13
H 0.925580 -0.287390 -0.845326 -0.06 -0.03 0.13
H 0.700839 -2.497166 0.258882 0.06 0.12 0.10
H 0.735505 -1.732559 1.858213 0.04 0.03 -0.14
H 2.176553 -1.686315 0.826806 -0.15 0.03 0.00
H 0.840149 0.903408 1.981247 0.03 -0.01 -0.15
H 0.868248 1.823828 0.459751 0.05 -0.13 0.08
H 2.271046 0.844842 0.941502 -0.16 0.02 -0.02
O -1.082611 2.410349 -1.746550 0.00 -0.09 -0.06
H -1.373557 1.696956 -1.162157 0.03 0.07 0.01
H -0.882407 1.947018 -2.567092 0.02 0.13 0.00
```
Positions in Å, forces in eV/Å.

* SMILES: C=CC(C)C.O
* DFT total energy: -7426.613 eV
* spin multiplicity: 1
* energy relative to the best compared isomer or geometry (same formula, charge and spin): 16.1 kcal per mole
* charge: 0
* orbital gap: 11.1 eV
* HOMO: -10.04 eV

Atomic partial charges in e from the Löwdin method, atoms 1 to 8: number 1, C, carries -0.0129; number 2, C, carries -0.1836; number 3, C, carries -0.4502; number 4, C, carries -0.0798; number 5, C, carries -0.0797; number 6, H, carries 0.0628; number 7, H, carries 0.0701; number 8, H, carries 0.1170


(6)
C9H12I2IrO4STm | ωB97M-V/def2-TZVPD

Geometry as XYZ:
```
30
Properties=species:S:1:pos:R:3:forces:R:3
I 3.611951 -0.000573 1.398061 0.82 0.66 0.34
I 4.741446 2.007949 2.751589 0.00 -0.48 -0.23
Tm 0.251888 0.222578 1.463951 -0.69 -0.06 -1.06
Ir -0.950883 -1.897158 2.673775 3.16 -0.11 1.44
S 1.224077 -0.090721 -1.003954 0.51 -0.25 0.12
C -0.340969 -3.059065 1.324353 1.46 -4.03 -5.13
C -2.593290 -1.307153 3.310567 -8.04 2.54 2.38
C 0.345153 0.147641 -2.566025 -1.12 0.62 -0.93
C 1.094675 1.229249 -3.344281 1.02 0.38 0.40
C -1.105531 0.510932 -2.328596 -0.37 0.06 0.33
C 0.402067 -1.187198 -3.288451 0.85 -0.94 0.43
C -0.506411 2.254833 2.656211 -1.71 4.50 3.73
C -1.893782 1.395692 0.795974 -4.60 2.85 -1.66
O -3.609537 -0.959310 3.764368 4.37 -1.46 -1.84
O 0.010342 -3.787811 0.486204 -1.25 2.78 3.26
O -0.980796 3.102741 3.276889 2.04 -3.64 -2.76
O -2.804971 2.067146 0.569740 3.92 -3.01 1.00
H 0.585089 1.415816 -4.291708 -0.12 -0.18 0.02
H 2.127066 0.920818 -3.554007 -0.26 0.05 -0.11
H 1.141054 2.175736 -2.795206 -0.14 -0.05 -0.13
H -1.592245 0.601951 -3.309300 0.00 0.06 0.32
H -1.237387 1.448062 -1.777510 0.12 0.08 -0.30
H -1.606792 -0.287467 -1.770788 -0.11 -0.03 -0.17
H -0.152314 -1.112306 -4.222327 -0.07 0.16 -0.08
H -0.046206 -1.965604 -2.671587 -0.17 -0.16 -0.19
H 1.432072 -1.482697 -3.502255 -0.12 0.02 -0.16
C 0.414943 -0.700919 3.784466 0.60 -0.43 0.04
H 0.993552 -1.504945 4.285871 -0.05 0.48 -0.05
H -0.153591 -0.154919 4.545800 0.18 0.04 0.04
H 1.199319 -0.003309 3.338166 -0.23 -0.41 0.95
```
Positions in Å, forces in eV/Å.

* <S²>: 12.02
* DFT total energy: -77071.603 eV
* spin multiplicity: 7
* charge: +4
* orbital gap (alpha / beta): 6.1 / 5.2 eV
* HOMO (alpha / beta): -22.50 / -23.11 eV

Atomic partial charges in e from the Löwdin method, atoms 1 to 8: number 1, I, carries 0.5436; number 2, I, carries 0.8538; number 3, Tm, carries 0.8228; number 4, Ir, carries 1.0807; number 5, S, carries 0.7214; number 6, C, carries -0.2717; number 7, C, carries -0.2348; number 8, C, carries -0.9133